Entry 1:
{
  "formula": "C5H3NO",
  "method": "wB97M-V/def2-TZVPD",
  "e_above_lowest_ev": 4.3081,
  "homo_energy_ev": -9.2,
  "homo_lumo_gap_ha": 0.3479,
  "charge": 0,
  "smiles": "C#Cc1cnoc1",
  "symbols": ["C", "C", "C", "C", "N", "O", "C", "H", "H", "H"],
  "xyz": [[-2.091, 0.903, 1.273], [-0.902, 0.412, 0.974], [0.063, 0.002, 0.073], [0.863, -1.199, 0.054], [1.665, -1.240, -0.919], [1.557, -0.108, -1.655], [0.715, 0.558, -0.998], [-2.853, 1.294, 2.062], [0.709, -2.034, 0.783], [0.274, 1.413, -1.647]]
}


Entry 2:
{
  "formula": "C9H10Br2N4OP2S",
  "method": "wB97M-V/def2-TZVPD",
  "e_above_lowest_ev": 0.0000,
  "homo_energy_ev": -8.6,
  "homo_lumo_gap_ha": 0.2563,
  "charge": 0,
  "symbols": ["C", "C", "Br", "C", "Br", "C", "C", "C", "P", "N", "C", "P", "N", "O", "C", "N", "S", "N", "C", "H", "H", "H", "H", "H", "H", "H", "H", "H", "H"],
  "xyz": [[3.534, -0.752, 1.318], [3.705, -1.221, -0.157], [5.444, -1.864, -0.824], [2.659, -1.215, -1.031], [2.942, -1.823, -2.894], [1.235, -0.740, -0.713], [0.820, 0.641, -0.748], [-0.603, 1.062, -0.470], [-1.103, 2.874, -0.569], [-0.111, 3.750, -1.466], [-1.655, 0.104, -0.134], [-3.431, 0.563, 0.245], [-3.472, 1.019, 1.938], [-4.402, -0.828, 0.195], [-1.245, -1.355, -0.101], [-2.020, -2.473, 0.152], [-1.003, -3.788, 0.025], [0.478, -3.113, -0.340], [0.181, -1.765, -0.378], [2.763, 0.046, 1.463], [3.388, -1.642, 1.997], [4.521, -0.288, 1.622], [1.596, 1.395, -1.018], [-1.133, 3.402, 0.756], [-2.423, 2.875, -1.125], [0.648, 3.151, -1.811], [-2.703, 0.582, 2.451], [-3.487, 2.032, 2.044], [-5.125, -0.630, -0.426]]
}


Entry 3:
{
  "formula": "C5H8",
  "method": "wB97M-V/def2-TZVPD",
  "e_above_lowest_ev": 6.9847,
  "homo_energy_ev": -6.2,
  "homo_lumo_gap_ha": 0.1650,
  "charge": 0,
  "symbols": ["C", "C", "C", "C", "C", "H", "H", "H", "H", "H", "H", "H", "H"],
  "xyz": [[-2.140, 0.381, 1.238], [-1.289, -0.059, 0.158], [0.292, -0.041, 0.190], [1.106, -0.190, -0.970], [2.554, -0.042, -0.900], [-2.531, 1.381, 1.261], [-2.427, -0.276, 2.066], [-1.709, -1.019, 0.632], [-1.378, -0.018, -0.961], [0.648, 0.152, 1.216], [0.673, -0.451, -1.928], [3.134, -0.452, -1.751], [3.067, 0.635, -0.251]]
}


Entry 4:
{
  "formula": "C17H26CdN2O5",
  "method": "wB97M-V/def2-TZVPD",
  "e_above_lowest_ev": 0.0000,
  "homo_energy_ev": -14.7,
  "homo_lumo_gap_ha": 0.3574,
  "charge": 2,
  "symbols": ["Cd", "C", "C", "O", "C", "C", "O", "C", "C", "O", "C", "C", "O", "C", "C", "O", "H", "H", "H", "H", "H", "H", "H", "H", "H", "H", "H", "H", "H", "H", "H", "H", "H", "H", "H", "H", "N", "C", "N", "C", "C", "C", "C", "C", "C", "H", "H", "H", "H", "H", "H"],
  "xyz": [[-0.332, -0.194, 0.466], [-1.976, 2.201, 1.957], [-0.637, 2.789, 1.598], [0.322, 1.730, 1.682], [1.665, 2.113, 1.374], [2.550, 0.897, 1.590], [1.864, -0.250, 1.072], [2.582, -1.303, 0.414], [1.914, -2.607, 0.809], [0.486, -2.457, 0.723], [-0.210, -3.200, 1.730], [-1.670, -2.819, 1.695], [-1.733, -1.389, 1.827], [-2.962, -0.805, 2.292], [-3.361, 0.309, 1.341], [-2.245, 1.145, 1.021], [-2.754, 2.964, 1.883], [-1.958, 1.805, 2.976], [-0.379, 3.584, 2.302], [-0.645, 3.201, 0.584], [1.985, 2.921, 2.036], [1.707, 2.475, 0.342], [2.730, 0.730, 2.653], [3.508, 1.037, 1.085], [3.623, -1.322, 0.739], [2.553, -1.141, -0.666], [2.179, -2.863, 1.836], [2.239, -3.412, 0.148], [0.210, -2.957, 2.710], [-0.105, -4.274, 1.555], [-2.181, -3.294, 2.533], [-2.153, -3.125, 0.763], [-2.784, -0.439, 3.304], [-3.749, -1.559, 2.332], [-4.177, 0.899, 1.764], [-3.703, -0.098, 0.389], [-1.298, -0.246, -3.755], [-1.507, -0.471, -2.453], [-0.500, -0.065, -1.705], [0.443, 0.464, -2.595], [1.698, 1.026, -2.363], [2.407, 1.466, -3.460], [1.889, 1.352, -4.761], [0.652, 0.796, -5.005], [-0.058, 0.356, -3.891], [-1.941, -0.479, -4.496], [-2.411, -0.932, -2.087], [2.102, 1.113, -1.363], [3.384, 1.910, -3.326], [2.479, 1.710, -5.593], [0.259, 0.709, -6.008]]
}


Entry 5:
{
  "formula": "C13H26Cl2N9O2RbS",
  "method": "wB97M-V/def2-TZVPD",
  "homo_energy_ev": -6.4,
  "homo_lumo_gap_ha": 0.2314,
  "charge": 0,
  "symbols": ["Rb", "N", "C", "C", "N", "C", "C", "N", "C", "C", "N", "H", "H", "H", "H", "H", "H", "H", "H", "H", "H", "H", "H", "H", "H", "H", "H", "H", "H", "Cl", "C", "C", "C", "C", "C", "Cl", "C", "S", "H", "H", "H", "N", "N", "C", "N", "N", "N", "O", "O", "H", "H", "H", "H", "H"],
  "xyz": [[0.537, -0.724, 0.075], [-1.531, -1.859, 1.966], [-1.351, -1.580, 3.393], [-1.022, -0.115, 3.650], [0.275, 0.308, 3.145], [0.425, 1.765, 3.114], [-0.583, 2.522, 2.259], [-0.618, 1.997, 0.899], [1.386, -0.309, 3.879], [2.275, -1.167, 2.988], [2.896, -0.346, 1.950], [-2.248, -1.259, 1.572], [-1.817, -2.818, 1.817], [-0.552, -2.222, 3.768], [-2.243, -1.809, 3.988], [-1.114, 0.068, 4.735], [-1.796, 0.482, 3.162], [1.420, 1.968, 2.712], [0.387, 2.189, 4.132], [-0.299, 3.579, 2.319], [-1.585, 2.451, 2.687], [0.277, 2.144, 0.433], [-1.305, 2.469, 0.323], [1.007, -0.928, 4.698], [2.002, 0.469, 4.345], [1.642, -1.917, 2.507], [2.994, -1.714, 3.610], [3.334, -0.924, 1.239], [3.639, 0.229, 2.330], [-1.542, 0.379, -2.329], [-0.960, 1.881, -3.043], [-1.928, 2.619, -3.709], [-1.588, 3.813, -4.310], [-0.273, 4.248, -4.231], [0.673, 3.496, -3.561], [2.286, 4.133, -3.519], [0.393, 2.255, -2.917], [1.620, 1.363, -2.106], [-2.943, 2.247, -3.749], [-2.332, 4.398, -4.833], [0.032, 5.179, -4.690], [-2.102, -2.828, -1.982], [-1.253, -3.016, -3.070], [0.099, -3.055, -2.911], [0.801, -3.091, -4.047], [0.555, -3.067, -1.667], [1.890, -3.191, -1.464], [2.256, -2.906, -0.332], [2.668, -3.584, -2.330], [-2.807, -3.553, -1.976], [-2.549, -1.921, -2.036], [-1.591, -2.762, -3.985], [0.360, -2.854, -4.917], [1.805, -3.133, -3.980]]
}


Entry 6:
{
  "formula": "C25H32NO2Sn",
  "method": "wB97M-V/def2-TZVPD",
  "e_above_lowest_ev": 1.0070,
  "homo_energy_ev": [-10.4, -10.3],
  "homo_lumo_gap_ha": [0.2149, 0.2145],
  "charge": 1,
  "symbols": ["C", "C", "C", "H", "C", "C", "H", "C", "C", "C", "H", "C", "C", "H", "H", "H", "H", "H", "H", "Sn", "C", "C", "C", "H", "H", "H", "H", "H", "H", "C", "C", "H", "H", "O", "N", "C", "H", "C", "C", "H", "C", "H", "C", "H", "C", "H", "C", "H", "H", "H", "C", "C", "C", "O", "H", "H", "H", "H", "H", "H", "H"],
  "xyz": [[0.090, -2.756, -1.574], [-0.980, -1.855, -1.820], [-0.428, -0.569, -2.070], [-2.040, -2.098, -1.826], [0.985, -0.662, -1.918], [1.307, -2.013, -1.641], [1.717, 0.128, -2.059], [-1.481, -2.554, 2.247], [-2.471, -2.519, 1.226], [-2.836, -1.162, 1.010], [-2.865, -3.382, 0.692], [-2.013, -0.344, 1.842], [-1.245, -1.220, 2.673], [-0.981, 0.315, -2.378], [2.322, -2.391, -1.563], [0.004, -3.825, -1.398], [-0.633, -0.889, 3.514], [-3.619, -0.800, 0.348], [-0.989, -3.443, 2.643], [2.889, -0.163, 2.370], [-1.662, 1.111, 1.622], [-1.240, 1.799, 2.929], [-2.808, 1.889, 0.958], [-2.033, 1.727, 3.696], [-1.064, 2.866, 2.739], [-0.323, 1.358, 3.348], [-3.756, 1.771, 1.505], [-2.981, 1.572, -0.082], [-2.569, 2.960, 0.945], [-0.465, 1.018, 0.578], [0.781, 1.770, 0.838], [-0.829, 1.354, -0.410], [-0.125, -0.027, 0.477], [1.687, 1.269, 1.604], [0.915, 3.033, 0.337], [1.523, 3.258, -1.010], [1.355, 3.655, 1.014], [0.622, 2.931, -2.176], [1.172, 2.453, -3.376], [2.251, 2.274, -3.422], [0.362, 2.232, -4.491], [0.802, 1.824, -5.401], [-0.996, 2.561, -4.453], [-1.633, 2.426, -5.328], [-1.539, 3.095, -3.279], [-2.584, 3.406, -3.238], [-0.736, 3.277, -2.144], [-1.148, 3.755, -1.245], [2.472, 2.712, -1.095], [1.765, 4.336, -1.018], [2.823, -3.892, 0.670], [1.969, -2.982, 1.537], [2.215, -3.257, 3.015], [2.171, -1.621, 1.156], [3.879, -3.713, 0.909], [2.676, -3.735, -0.399], [2.577, -4.940, 0.877], [0.910, -3.239, 1.341], [3.285, -3.158, 3.247], [1.616, -2.627, 3.682], [1.928, -4.296, 3.221]]
}


Entry 7:
{
  "formula": "C2H5F2N2P",
  "method": "wB97M-V/def2-TZVPD",
  "e_above_lowest_ev": 0.0000,
  "multiplicity": 3,
  "homo_energy_ev": [-6.6, -10.4],
  "homo_lumo_gap_ha": [0.2709, 0.2576],
  "charge": 0,
  "symbols": ["C", "C", "N", "N", "F", "F", "P", "H", "H", "H", "H", "H"],
  "xyz": [[0.508, 0.430, 2.128], [0.607, -0.083, -2.302], [-0.534, -0.266, 1.320], [-0.235, 0.586, -1.629], [-1.219, -1.767, -0.594], [-2.465, 0.171, -0.409], [-0.953, -0.248, -0.152], [0.107, 0.637, 3.119], [1.446, -0.002, 2.054], [0.852, 0.038, -3.360], [1.148, -1.005, -1.986], [0.737, 1.510, 1.811]]
}


Entry 8:
{
  "formula": "H3PS2",
  "method": "wB97M-V/def2-TZVPD",
  "e_above_lowest_ev": 2.7637,
  "homo_energy_ev": [-8.9, -9.1],
  "homo_lumo_gap_ha": [0.2534, 0.2696],
  "charge": 0,
  "symbols": ["P", "S", "S", "H", "H", "H"],
  "xyz": [[2.764, 1.990, 0.218], [0.463, 0.310, -1.528], [1.009, 0.906, 0.232], [3.236, 1.673, -1.145], [-1.049, -0.924, 0.567], [-0.595, -0.691, 1.307]]
}


Going through the records in order, we get F_max values of 9.27, 3.73, 4.77, 0.20, 0.52, 3.19, 6.64, 3.63 eV/A.